The following is a quantum chemistry calculation of 2 unconnected molecules or ions with the total composition C11H14N2O in a non-equilibrium geometry, from OMol25.

Last column: Löwdin charge in e.
Cartesian coordinates (Å):
C (0.7414, -3.0879, -0.0243)  -0.06
C (1.0180, -1.7451, -0.6134)  -0.23
C (0.6820, -1.3678, -1.9429)  0.01
N (0.7215, 0.0768, -1.9233)  0.06
C (1.1065, 0.5650, -0.6472)  -0.20
C (1.2492, 1.9089, -0.1879)  -0.10
C (1.6121, 2.0784, 1.1314)  -0.10
C (1.6886, 0.8761, 1.9236)  -0.11
C (1.5183, -0.4593, 1.5827)  -0.02
C (1.1986, -0.6074, 0.2397)  -0.16
H (0.2217, -3.7541, -0.7212)  0.08
H (0.2275, -2.9902, 0.8644)  0.05
H (1.6761, -3.6377, 0.1954)  0.09
H (0.4589, -1.9973, -2.8155)  0.12
H (0.2750, 0.6743, -2.5697)  0.12
H (1.3223, 2.8255, -0.9410)  0.15
H (1.9487, 3.0532, 1.4613)  0.10
H (1.6016, 1.0514, 2.9903)  0.09
H (1.4732, -1.2471, 2.3023)  0.11
C (-3.0584, 0.7895, -1.1093)  -0.02
C (-2.5561, 0.4146, 0.2443)  -0.56
N (-1.3698, 1.1509, 0.6620)  0.14
O (-3.0258, -0.4814, 0.8924)  0.05
H (-4.0163, 1.0598, -0.7293)  0.07
H (-3.3378, -0.0756, -1.7293)  0.09
H (-2.5783, 1.4701, -1.8217)  0.08
H (-0.9405, 0.9657, 1.5917)  0.11
H (-0.7871, 1.6683, 0.0317)  0.03

The value obtained for the frontier orbital gap is 0.32034 Ha. As for the LUMO energy: 0.630 eV. Its SMILES is Cc1c[nH]c2ccccc12.CC(N)=O. The calculation puts the total energy at -16660.5266 eV. The value obtained for the energy above the lowest of the compared OMol25 structures with the same formula, charge and spin is 2.386 eV. Its total charge is 0. As for the HOMO energy: -8.09 eV.